(1)
{"formula": "C5H8O", "method": "the ωB97M-V functional and the def2-TZVPD basis", "spin_multiplicity": 1, "relative_energy_ev": 3.090, "energy_ha": -270.444338, "smiles": "O=CC1C=C1.C", "species": ["C", "C", "C", "C", "C", "O", "H", "H", "H", "H", "H", "H", "H", "H"], "xyz": [[-1.52404, -1.66340, -0.17004], [-0.30882, 1.48122, -0.08023], [0.75234, 2.20432, -0.01160], [0.98258, 0.75941, -0.39742], [1.53312, -0.18126, 0.62227], [2.16968, -1.17712, 0.36556], [-2.08930, -2.57926, 0.01673], [-1.97392, -1.11998, -1.00546], [-0.48780, -1.90983, -0.41272], [-1.38042, 1.35032, -0.03833], [-1.54145, -1.03958, 0.72698], [1.24049, 3.15658, 0.13352], [1.23584, 0.48974, -1.42771], [1.29712, 0.10899, 1.67451]]}

***

(2)
{"formula": "C8H18AlI2O3", "method": "the ωB97M-V functional and the def2-TZVPD basis", "spin_multiplicity": 1, "energy_ha": -1379.375137, "charge": -1, "species": ["O", "Al", "I", "I", "H", "H", "C", "C", "C", "O", "C", "H", "H", "H", "H", "H", "H", "H", "H", "C", "C", "C", "O", "C", "H", "H", "H", "H", "H", "H", "H", "H"], "xyz": [[0.55245, 0.88156, -1.02333], [2.18867, 0.37950, -1.21725], [3.67761, 1.47606, 0.63066], [2.99287, 1.40336, -3.48388], [0.29329, 1.74909, -1.34338], [2.39461, -1.19031, -1.24758], [-3.62603, 2.82687, -1.14350], [-3.49060, 3.13961, -2.62928], [-2.09372, 3.74552, -2.68782], [-1.34705, 3.11729, -1.65266], [-2.21838, 2.36211, -0.80163], [-4.37706, 2.06490, -0.93105], [-3.88176, 3.73141, -0.58549], [-3.52436, 2.21525, -3.21076], [-4.25730, 3.81650, -3.00819], [-2.13019, 4.82700, -2.51222], [-1.58595, 3.56856, -3.63822], [-2.07545, 1.29743, -1.00088], [-1.92681, 2.54906, 0.23241], [2.13255, -3.59898, 3.42208], [1.04522, -4.05385, 2.45450], [1.09662, -2.95125, 1.40336], [2.45082, -2.52098, 1.35434], [3.17500, -3.03313, 2.46266], [2.52527, -4.40054, 4.04891], [1.74944, -2.80675, 4.07012], [1.31244, -5.01656, 2.01090], [0.06213, -4.14746, 2.91763], [0.45314, -2.10936, 1.68267], [0.80418, -3.28091, 0.40461], [3.86331, -3.81904, 2.12827], [3.76504, -2.22194, 2.89401]]}

***

(3)
{"formula": "C44H60BiBr2N3OP2Si", "method": "the ωB97M-V functional and the def2-TZVPD basis", "spin_multiplicity": 1, "relative_energy_ev": 0.869, "energy_ha": -8286.619227, "charge": 2, "species": ["Bi", "Br", "C", "C", "C", "C", "O", "C", "C", "N", "C", "C", "C", "C", "C", "C", "C", "C", "N", "C", "C", "H", "H", "H", "H", "H", "H", "H", "H", "H", "H", "C", "P", "C", "C", "C", "C", "C", "C", "C", "P", "C", "C", "H", "H", "H", "H", "H", "H", "H", "H", "H", "H", "H", "H", "H", "H", "H", "H", "N", "C", "C", "C", "C", "C", "C", "H", "H", "H", "H", "H", "H", "H", "C", "C", "C", "C", "Si", "Br", "C", "C", "C", "C", "C", "C", "C", "C", "H", "H", "H", "H", "H", "H", "H", "H", "H", "H", "H", "H", "H", "H", "H", "H", "H", "H", "H", "H", "H", "H", "H", "H", "H", "H", "H"], "xyz": [[0.19253, 0.10222, -0.32586], [-4.92510, -1.30003, 5.09708], [-3.41784, -0.99177, 4.01449], [-2.27401, -1.78388, 4.16679], [-1.16265, -1.56429, 3.38651], [-1.14608, -0.56440, 2.40110], [-0.02404, -0.40428, 1.71696], [-2.30511, 0.22977, 2.24824], [-2.38100, 1.34767, 1.35196], [-1.55950, 1.58741, 0.39225], [-1.66623, 2.77485, -0.36836], [-2.83269, 3.42181, -0.67612], [-2.80253, 4.66177, -1.35098], [-1.61469, 5.25431, -1.67128], [-0.39378, 4.60020, -1.37599], [0.87980, 5.16915, -1.61892], [2.00452, 4.47654, -1.27530], [1.87051, 3.17746, -0.74684], [0.70630, 2.61229, -0.53135], [-0.42686, 3.32752, -0.78185], [-3.42251, 0.00989, 3.07947], [-2.26712, -2.57157, 4.90841], [-0.26712, -2.15718, 3.51681], [-3.19219, 2.05509, 1.53425], [-3.78652, 2.99825, -0.38815], [-3.73595, 5.15361, -1.58646], [-1.59098, 6.22788, -2.14261], [0.94459, 6.15584, -2.06024], [2.99126, 4.89345, -1.41671], [2.74047, 2.58205, -0.50422], [-4.29823, 0.63689, 2.96340], [-3.30307, -2.63553, 0.50204], [-2.47256, -1.46041, -0.62235], [-3.90174, -0.56730, -1.31976], [-1.95401, -2.59454, -1.97346], [-2.67228, -2.72173, -3.16158], [-2.27866, -3.62780, -4.13665], [-1.18185, -4.44811, -3.91966], [-0.45395, -4.32508, -2.74648], [-0.80619, -3.38613, -1.78080], [0.22652, -3.05098, -0.31175], [0.02953, -4.49027, 0.80209], [1.91859, -3.40961, -0.89914], [-3.92444, -3.32274, -0.07275], [-3.92725, -2.07862, 1.20267], [-2.57661, -3.19745, 1.08426], [-4.67255, -1.24335, -1.69066], [-3.59886, 0.11370, -2.11597], [-4.34184, 0.02779, -0.51662], [-3.55113, -2.11656, -3.33946], [-2.84019, -3.70417, -5.05800], [-0.88822, -5.17278, -4.66695], [0.40190, -4.96953, -2.59003], [0.28929, -5.40583, 0.26889], [-0.98765, -4.58212, 1.17671], [0.69858, -4.36605, 1.65390], [2.03512, -4.44200, -1.23115], [2.59030, -3.24126, -0.05733], [2.20082, -2.73462, -1.70726], [-0.37240, 0.52386, -3.18845], [0.86732, 0.10848, -3.73724], [1.15995, -1.24480, -3.84455], [2.39035, -1.64734, -4.34589], [3.33468, -0.70844, -4.73077], [3.04418, 0.64365, -4.60189], [1.81794, 1.05620, -4.10609], [-0.65390, 1.45185, -3.48022], [-1.13130, -0.12073, -3.38189], [0.41050, -1.97981, -3.57695], [2.59951, -2.70418, -4.45477], [4.28195, -1.02524, -5.14545], [3.76835, 1.38543, -4.91304], [1.58681, 2.11316, -4.02863], [5.76495, 2.39602, 1.89781], [6.12049, 0.91073, 2.05319], [7.59653, 0.77448, 2.50355], [5.20976, 0.34775, 3.15923], [6.03189, -0.03030, 0.41550], [2.92210, 0.01764, 0.44682], [6.30677, 0.91372, -1.19914], [5.28418, 2.03037, -1.45080], [7.72353, 1.52238, -1.05262], [6.28260, 0.02064, -2.44614], [6.31129, -1.88989, 0.40093], [5.98061, -2.53740, 1.75287], [5.47374, -2.59495, -0.67892], [7.81766, -2.09212, 0.10853], [5.93473, 2.88651, 2.85917], [4.71184, 2.52646, 1.64310], [6.37525, 2.91636, 1.16135], [7.70963, 1.30313, 3.45308], [8.30228, 1.21636, 1.79812], [7.88743, -0.26299, 2.67324], [5.26149, 1.03474, 4.00751], [5.52912, -0.62788, 3.51501], [4.16929, 0.28117, 2.85148], [5.19698, 2.73890, -0.62952], [4.30279, 1.60606, -1.66013], [5.60737, 2.58595, -2.33598], [7.81069, 2.21375, -0.21565], [7.94717, 2.08255, -1.96400], [8.49637, 0.75785, -0.94353], [5.30692, -0.44154, -2.59550], [7.04655, -0.75525, -2.43402], [6.48222, 0.65333, -3.31581], [4.93512, -2.39672, 2.03189], [6.60953, -2.16755, 2.56141], [6.16446, -3.61107, 1.66850], [4.42981, -2.29013, -0.65186], [5.51622, -3.67155, -0.49524], [5.85314, -2.42128, -1.68267], [8.46141, -1.60044, 0.84042], [8.10582, -1.74604, -0.88383], [8.03188, -3.16258, 0.15737]]}

***

(4)
{"formula": "C5H7NO2", "method": "the ωB97M-V functional and the def2-TZVPD basis", "spin_multiplicity": 1, "relative_energy_ev": 2.225, "energy_ha": -399.883786, "smiles": "C[C@]1(N)C=COC1=O", "species": ["C", "C", "C", "C", "C", "H", "H", "H", "H", "H", "H", "H", "N", "O", "O"], "xyz": [[0.53998, -1.95526, 0.04621], [0.61024, -0.28397, -0.31060], [1.19693, 0.44533, 0.87501], [0.19704, 1.11116, 1.45046], [-1.02458, 0.12009, -0.11815], [1.36336, -2.48426, 0.42793], [-0.23518, -2.04872, 0.85343], [0.12738, -2.59656, -0.78486], [0.47067, 0.23495, -2.27094], [1.97670, -0.49700, -1.80331], [2.18028, 0.42871, 1.48650], [0.33196, 1.70298, 2.30229], [1.20148, 0.04642, -1.53844], [-1.14203, 0.98944, 0.87549], [-1.82588, 0.04942, -1.01293]]}

***

(5)
{"formula": "C5H7NO", "method": "the ωB97M-V functional and the def2-TZVPD basis", "spin_multiplicity": 1, "relative_energy_ev": 1.687, "energy_ha": -324.662466, "smiles": "C#CCCNC=O", "species": ["O", "C", "N", "C", "C", "C", "C", "H", "H", "H", "H", "H", "H", "H"], "xyz": [[0.29669, 2.50452, -1.57741], [1.01886, 1.92111, -0.79298], [0.59886, 1.01291, 0.12700], [-0.77753, 0.57461, 0.20208], [-0.96083, -0.86527, -0.29834], [-0.13176, -1.81433, 0.45267], [0.57648, -2.55692, 1.08440], [2.11061, 2.09229, -0.74476], [1.28931, 0.51388, 0.66898], [-1.35569, 1.25948, -0.42209], [-1.13427, 0.65662, 1.23478], [-2.01676, -1.14716, -0.20906], [-0.70059, -0.91401, -1.36199], [1.18661, -3.23774, 1.63671]]}

***

What are the E_HOMO values for these records? In order: -9.55; -4.89; -12.61; -9.42; -9.85 eV.